A molecular structure, C21H19N4O2PSTl, computed with the ωB97M-V functional and the def2-TZVPD basis.

The orbital gap is 6.7086 eV. The net charge is +1.

```
49
Properties=species:S:1:pos:R:3:forces:R:3:mulliken_charge:R:1
Tl -0.132334 0.939151 -1.145120 -0.3 -0.1 0.7 1.2704
S -2.461138 -0.233664 -1.664775 0.4 0.0 -0.2 -0.3771
P 0.870274 -1.316854 -0.226927 -0.2 0.2 -0.3 0.7647
O 4.089850 0.849016 -0.246022 0.0 0.2 0.0 -0.6520
O 1.886782 1.198101 0.005753 0.1 0.4 0.0 -0.6433
N -3.088582 1.936278 -0.131099 -0.3 0.2 0.4 -1.4049
N -4.500487 0.188920 -0.050531 0.1 -0.2 -0.1 -0.3717
N -1.894957 2.418118 -0.471673 0.5 -0.5 -0.1 0.5706
N 0.581314 3.219757 -1.198104 0.1 -0.3 -0.4 -0.2390
C 0.060079 -5.574502 -1.635391 0.0 0.0 0.0 -0.4538
C 0.149798 -3.220827 -2.101693 0.0 0.0 0.0 -0.3507
C 0.281340 -1.119710 1.456675 -0.1 -0.1 0.0 0.3456
C -0.048115 -4.522686 -2.534276 0.0 0.0 0.0 -0.6968
C -0.321665 4.134318 -0.836974 0.1 0.1 0.0 1.0758
C 2.214616 4.916548 -1.484005 0.0 0.0 0.0 -0.9437
C -0.007075 5.481295 -0.802804 0.0 0.1 0.0 -0.9238
C -1.654655 3.662979 -0.462440 -0.2 0.3 0.0 -0.6891
C -1.054283 -1.452444 1.704942 0.0 0.0 0.0 -0.2225
C -1.577012 -1.294988 2.977609 0.0 0.0 0.0 -0.8000
C 0.549117 -0.464757 3.749601 0.0 0.0 0.0 -0.7846
C 1.276137 5.876729 -1.148150 0.0 0.0 0.0 -0.1562
C -0.774952 -0.799787 3.998215 0.0 0.0 0.0 -0.4684
C 2.942268 0.475209 -0.179198 -0.1 -0.4 -0.1 0.4412
C 0.542023 -4.033240 0.145701 0.0 0.0 -0.1 -0.2884
C 0.456986 -2.978537 -0.765519 0.0 0.1 0.0 0.6192
C 0.348364 -5.331558 -0.298192 0.0 0.0 0.0 -0.7443
C 1.830244 3.586049 -1.485994 0.0 0.0 0.0 0.0524
C -3.370096 0.722483 -0.540473 0.0 0.2 0.0 0.7105
C 2.648717 -1.037275 -0.324521 0.0 0.1 0.1 -0.8890
C 1.082188 -0.617038 2.479085 0.0 0.0 0.0 -0.3489
H 3.161912 -1.592383 0.464138 0.0 0.0 0.0 0.5154
H 2.536408 2.795400 -1.694498 0.0 0.0 0.0 0.4656
H 0.421489 -6.154166 0.400449 0.0 0.0 0.0 0.4166
H 3.020157 -1.397895 -1.283836 0.0 -0.1 0.0 0.4037
H -0.289650 -4.717147 -3.570488 0.0 0.0 0.0 0.4117
H -0.755269 6.201280 -0.500542 0.0 0.0 0.0 0.4050
H -2.606698 -1.561362 3.175318 0.0 0.0 0.0 0.4241
H 1.541886 6.925277 -1.140641 0.0 0.0 0.0 0.4421
H 3.231041 5.181002 -1.735663 0.0 0.0 0.0 0.4149
H 2.110883 -0.339257 2.291196 0.0 0.0 0.0 0.3292
H -2.415571 4.387242 -0.186961 0.0 -0.1 0.0 0.4064
H 0.058341 -2.395582 -2.798769 0.0 0.0 0.0 0.3641
H -5.058361 0.741306 0.579667 0.0 0.0 0.0 0.2495
H -0.084119 -6.590725 -1.977323 0.0 0.0 0.0 0.4057
H 1.170429 -0.077483 4.545841 0.0 0.0 0.0 0.4405
H -4.870043 -0.662434 -0.434668 0.0 0.0 0.0 0.2098
H -1.672068 -1.841985 0.903243 0.0 0.0 0.0 0.4304
H -1.184235 -0.669522 4.991202 0.0 0.0 0.0 0.4187
H 0.758702 -3.838637 1.188656 0.0 0.0 0.0 0.4445
```
Positions in Å, forces in eV/Å.

---

A molecular structure, C21H19N6O4Pm, computed with the ωB97M-V functional and the def2-TZVPD basis.

The orbital gap (alpha / beta) is 7.6164 / 7.6527 eV. As for the spin multiplicity: 5. The net charge is +2.

```
51
Properties=species:S:1:pos:R:3:forces:R:3:nbo_charge:R:1
Pm -1.033938 -0.919693 -1.431777 -0.5 -0.2 0.4 2.2263
O 1.568761 -3.110658 2.762648 0.0 0.0 0.0 -0.5960
O 3.967424 5.383213 -1.963183 0.0 0.1 0.1 -0.3164
O 2.279352 5.904696 -0.719069 0.0 -0.1 0.0 -0.3531
O -3.336896 -1.128755 -0.978158 0.5 0.0 -0.2 -0.7896
N -5.019193 -2.612283 -1.072580 -0.1 0.2 0.0 -0.7251
N -0.969917 -0.547974 1.006722 0.0 -0.1 0.1 -0.5837
N -0.529684 1.617388 -1.580845 -0.1 0.0 0.0 -0.5730
N 1.431260 -0.294071 -1.435538 -0.1 -0.2 -0.1 -0.5952
N 0.957464 -2.678863 4.894289 0.0 0.0 0.0 -0.7825
N 2.947994 5.127425 -1.368829 0.1 0.2 -0.1 0.5225
C -1.505251 -3.354336 -1.438352 -0.1 0.3 0.1 -1.0595
C 2.381299 -1.221946 -1.400485 -0.1 0.1 0.0 0.0937
C -1.760859 0.260911 1.732919 0.0 0.0 0.0 0.0645
C -2.788192 -3.436342 -0.558992 0.2 0.0 -0.2 -0.5042
C 0.759336 2.026545 -1.496884 0.2 0.1 0.1 0.1598
C -1.491955 2.527678 -1.616724 0.0 -0.1 0.0 0.0923
C -3.748700 -2.325771 -0.881078 0.0 -0.3 0.0 0.7188
C 3.137427 1.402237 -1.441520 -0.1 -0.2 0.0 -0.1066
C 3.472206 2.787416 -1.446870 -0.1 0.3 0.1 -0.1182
C 1.105990 3.388598 -1.450817 -0.2 0.0 0.0 -0.0778
C 0.055870 4.331699 -1.487710 -0.1 -0.1 0.0 -0.0692
C -0.175232 -1.396608 1.663544 0.1 0.0 -0.2 0.0819
C 0.886723 -2.503705 3.564923 0.0 0.0 0.0 0.6504
C -0.107866 -1.484294 3.043077 0.0 0.0 0.0 -0.1560
C -0.927497 -0.643545 3.780641 0.0 0.0 0.0 -0.0857
C 2.501357 3.723538 -1.415619 0.3 -0.4 -0.1 0.0742
C -1.765516 0.241878 3.111099 0.0 0.0 0.0 -0.2297
C 1.793305 1.011956 -1.454121 0.1 0.2 0.0 0.2470
C 4.122987 0.395502 -1.408099 -0.1 0.0 0.0 -0.0598
C -1.242254 3.895992 -1.571274 0.0 0.1 0.0 -0.2369
C 3.743093 -0.921270 -1.385101 0.1 0.0 0.0 -0.2338
H -3.295557 -4.399105 -0.649799 0.0 0.0 0.1 0.2315
H 5.169410 0.673559 -1.398140 0.0 0.0 0.0 0.2518
H -0.751184 -3.985943 -0.956406 0.1 0.0 0.0 0.2350
H 0.464145 -2.061703 1.088521 0.0 0.0 0.0 0.2359
H -0.932743 -0.655115 4.862803 0.0 0.0 0.0 0.2358
H -2.511303 2.161829 -1.696182 0.0 0.0 0.0 0.2098
H 2.052405 -2.256552 -1.384788 0.0 0.0 0.0 0.2195
H 0.271888 5.388006 -1.448504 0.0 0.0 0.0 0.2729
H -2.523317 -3.310926 0.496581 -0.1 0.0 0.0 0.2402
H 1.618708 -3.353078 5.246546 0.0 0.0 0.0 0.4310
H -2.417032 0.909936 3.655686 0.0 0.0 0.0 0.2560
H -2.059797 4.601497 -1.607351 0.0 0.0 0.0 0.2590
H 4.470596 -1.719257 -1.355003 0.0 0.0 0.0 0.2625
H -2.406618 0.934557 1.183322 0.0 0.0 0.0 0.2161
H 0.398666 -2.176875 5.558750 0.0 0.0 0.0 0.4023
H -5.359150 -3.559115 -1.031033 0.0 0.0 0.1 0.4295
H 4.510641 3.089475 -1.459099 0.0 0.0 0.0 0.2714
H -1.729380 -3.852116 -2.387017 0.1 0.1 -0.1 0.2339
H -5.679255 -1.875616 -1.275108 0.0 0.0 0.0 0.4266
```
Positions in Å, forces in eV/Å.

---

A single C21H19N7 molecule in a non-equilibrium geometry, computed with the ωB97M-V functional and the def2-TZVPD basis.

As for the SMILES: Cc1ncc(C)n2nc([C@@H]3C[C@H]3c3nc4c5cccnc5ccn4c3C)nc12. The orbital gap is 8.2814 eV. The net charge is 0.

```
47
Properties=species:S:1:pos:R:3:forces:R:3:nbo_charge:R:1
N 4.273272 0.206005 -0.456141 0.4 -0.8 0.9 -0.1221
N -6.824894 0.271383 0.647275 -0.3 0.3 0.2 -0.4073
N -2.826121 1.130765 0.367684 0.0 -0.8 -0.4 -0.3214
N -2.258595 -0.727338 -0.726964 -0.4 -0.3 -0.1 -0.4672
N 3.311226 -1.331044 0.791009 0.1 -0.4 0.4 -0.4794
N 6.677675 0.059278 0.782779 0.1 -0.4 0.5 -0.4029
N 3.029341 0.116142 -0.903331 -0.7 0.4 -0.6 -0.3374
C -0.630902 2.336905 0.580421 -0.3 -0.1 0.0 -0.6488
C -6.532104 -1.798097 -0.515744 0.2 0.0 0.0 -0.2581
C -3.258176 -0.072688 -0.178631 0.6 0.2 0.0 0.3372
C 1.077878 -1.208928 -0.242400 -0.2 0.0 -0.1 -0.2619
C -5.178892 -1.583765 -0.636277 -0.1 0.1 0.1 -0.1325
C 6.448111 0.924001 -0.216646 -0.4 0.3 -0.5 -0.0318
C 4.937101 1.988589 -1.978796 0.0 -0.1 0.1 -0.6398
C 5.724716 -0.737893 1.192784 0.3 0.0 0.1 0.2124
C -7.308588 -0.834570 0.137075 -0.1 -0.1 -0.1 0.0503
C 2.478266 -0.820510 -0.128041 0.6 0.2 0.1 0.3468
C 5.253395 1.038401 -0.878919 0.6 0.4 -0.1 0.1678
C 4.454056 -0.688064 0.583982 -0.3 0.4 -0.5 0.2741
C 0.506516 -1.659619 -1.562978 0.0 0.0 -0.1 -0.3786
C -4.986395 1.713255 1.092419 0.5 0.2 0.0 -0.2501
C 5.994225 -1.693441 2.302462 -0.1 0.0 0.0 -0.6426
C -1.481387 1.206848 0.129418 0.7 -0.2 -0.2 0.1009
C -3.670748 1.999382 0.993142 -0.7 0.4 0.4 0.0267
C -4.635829 -0.408491 -0.100871 -0.8 0.2 0.2 -0.1072
C -1.158619 0.050853 -0.553796 -0.3 0.6 0.4 0.1286
C 0.175832 -0.298772 -1.056289 0.1 0.0 0.1 -0.2416
C -5.511302 0.502359 0.541332 0.5 -0.5 -0.4 0.1578
H -5.670751 2.385774 1.579545 0.0 0.1 0.1 0.2382
H -6.994922 -2.686903 -0.914943 0.0 -0.1 0.0 0.2214
H -0.269998 -2.406724 -1.524458 -0.1 0.0 0.0 0.2371
H 1.177096 -1.738063 -2.404854 0.1 0.1 0.0 0.2221
H 0.402905 2.135311 0.316190 0.1 0.0 0.0 0.2404
H -4.524063 -2.284354 -1.131060 0.0 -0.1 -0.1 0.2362
H 4.570284 1.443323 -2.847365 0.0 0.0 -0.1 0.2379
H 7.002030 -1.542162 2.676273 0.0 0.0 0.0 0.2346
H -0.937425 3.273131 0.111716 0.1 0.1 0.0 0.2176
H 7.283931 1.553009 -0.484494 0.0 0.1 -0.2 0.2018
H -8.377174 -0.969481 0.248190 -0.1 -0.1 0.0 0.1919
H -3.230303 2.902209 1.388122 0.0 0.0 0.0 0.2162
H 5.269369 -1.546721 3.100183 0.0 -0.1 0.1 0.2319
H 0.683414 -1.674922 0.650178 -0.1 0.0 0.0 0.2440
H 5.816975 2.564812 -2.249553 0.0 0.0 0.0 0.2277
H 5.882980 -2.714918 1.942852 0.0 -0.1 0.0 0.2317
H 0.699649 0.527869 -1.522490 0.1 -0.1 0.0 0.2436
H -0.693057 2.459296 1.662709 0.1 0.1 0.1 0.2196
H 4.144195 2.665753 -1.662353 0.0 0.1 0.0 0.2341
```
Positions in Å, forces in eV/Å.

---

2 unconnected molecules or ions with the total composition C21H19NO2 in a non-equilibrium geometry, computed with the ωB97M-V functional and the def2-TZVPD basis.

The orbital gap is 2.7073 eV. The net charge is 0.

```
43
Properties=species:S:1:pos:R:3:forces:R:3:nbo_charge:R:1
O -4.037769 3.589198 -0.194241 -0.2 0.0 0.0 -0.5014
O 1.365822 2.952182 -0.201548 2.7 -0.6 0.0 -0.7421
N 0.756883 -2.642898 -0.053631 0.4 0.6 0.4 -0.3350
C -0.490732 4.356513 -0.200749 0.1 -0.4 0.1 -0.2973
C 1.356341 -1.969142 -1.135888 -0.3 -0.1 1.0 0.1811
C 2.721722 -0.112725 -1.962316 0.0 -0.1 -0.3 -0.1244
C -2.077097 2.056107 -0.195347 -1.9 1.0 0.0 -0.2553
C 1.184999 -2.374515 -2.463108 -0.3 -0.4 0.0 -0.2267
C 0.937517 -2.202462 1.276743 0.1 0.1 -1.2 0.3042
C -4.879084 2.461466 -0.194598 0.0 0.4 0.0 -0.2450
C 1.734798 -1.045464 1.504448 0.0 -0.1 -0.4 -0.1641
C 0.557286 -2.325003 3.667244 -0.1 -0.2 -0.5 -0.1375
C 0.134088 3.071387 -0.200314 -1.2 -0.2 0.0 0.3762
C -0.119144 -3.777376 -0.372070 0.1 0.1 0.0 -0.4125
C -2.684792 3.336891 -0.195780 1.1 -0.2 0.0 0.2045
C 2.324902 -0.380007 0.427832 -0.2 -0.1 -0.2 -0.0049
C -0.723754 1.927027 -0.197236 0.7 0.7 0.0 -0.3317
C 2.146695 -0.814557 -0.885854 -0.1 -0.2 0.4 -0.0509
C 1.330705 -1.190842 3.878229 0.4 0.5 0.1 -0.2287
C 2.527398 -0.536112 -3.248334 0.3 0.4 0.1 -0.2283
C 1.760779 -1.668301 -3.496985 -0.2 -0.2 0.3 -0.1531
C 0.365506 -2.821438 2.393760 -0.2 -0.3 0.0 -0.2870
C 1.914083 -0.560622 2.814087 -0.2 -0.2 0.3 -0.1115
C -1.841302 4.474044 -0.198369 -1.3 -0.6 0.0 -0.2368
H 0.587442 -3.244186 -2.678997 0.0 0.0 -0.1 0.2133
H 3.302547 0.768368 -1.752622 0.0 0.2 0.1 0.2421
H -5.908509 2.820128 -0.194471 0.1 0.1 0.0 0.1877
H 2.914006 0.500498 0.609690 0.1 0.3 0.0 0.2503
H 0.100520 -2.815334 4.510507 -0.1 -0.2 0.0 0.2251
H -0.545796 -4.234111 0.516682 0.2 0.2 -0.1 0.2230
H 2.514165 0.321751 2.952896 0.1 0.2 0.0 0.2321
H -4.714056 1.866366 0.703219 0.0 -0.3 0.0 0.1665
H -0.940496 -3.436572 -1.004699 0.0 0.0 0.0 0.2210
H 0.446898 -4.542180 -0.905621 0.0 0.0 0.0 0.2155
H 2.966705 0.011399 -4.065262 0.0 0.1 -0.1 0.2284
H -0.237005 -3.699553 2.261525 -0.1 -0.2 0.1 0.2152
H -0.249181 0.962298 -0.194190 0.1 -0.3 0.0 0.1690
H 0.139941 5.226445 -0.202660 0.2 0.2 0.0 0.2062
H -2.313219 5.442183 -0.198242 -0.1 0.2 0.0 0.2066
H -2.696988 1.175970 -0.192391 -0.2 -0.2 0.0 0.1882
H -4.714109 1.867012 -1.092861 0.0 -0.3 0.0 0.1668
H 1.471058 -0.803309 4.874236 0.0 0.0 0.1 0.2277
H 1.610245 -1.990514 -4.512733 -0.1 -0.1 -0.2 0.2234
```
Positions in Å, forces in eV/Å.

---

A single C21H20BrClN4O3 molecule in a non-equilibrium geometry, computed with the ωB97M-V functional and the def2-TZVPD basis.

As for the SMILES: CCOc1cc(/C=N/NC(=O)c2nn(C)cc2Br)ccc1OCc1ccccc1Cl. The orbital gap is 8.2386 eV. The net charge is 0.

```
50
Properties=species:S:1:pos:R:3:forces:R:3:nbo_charge:R:1
Br 6.616377 -2.248614 -3.707857 0.0 0.2 -0.1 0.1226
Cl -5.416907 2.797877 3.891728 0.0 0.2 0.1 -0.0031
O -2.512343 -0.477575 3.365109 0.2 -0.2 -0.2 -0.4776
O -0.649048 -2.147563 2.790546 -0.2 0.3 0.0 -0.4975
O 4.093090 -1.653198 -1.860212 0.0 0.1 -0.1 -0.5610
N 2.791210 0.212320 -2.091322 -0.1 0.9 -0.6 -0.4397
N 5.238858 1.251182 -5.099182 0.1 -0.4 0.2 -0.1343
N 4.335796 1.079820 -4.149410 -0.6 0.2 0.4 -0.2591
N 1.944450 -0.078581 -1.097183 -0.3 -0.4 0.6 -0.2159
C 1.711901 -2.598760 3.266836 -0.4 0.0 -0.1 -0.6384
C -0.672224 -1.029465 2.019785 -0.2 0.1 0.1 0.3398
C -1.848357 1.041438 1.574385 -0.2 -0.2 0.3 -0.2939
C 0.988813 0.717853 -0.828256 0.6 0.3 -0.8 0.0687
C -4.861633 -0.559356 1.806760 0.0 0.0 0.0 -0.1366
C -4.684991 0.452960 2.741174 0.0 0.0 0.1 -0.1042
C -0.968296 1.319189 0.541784 0.5 -0.2 -0.2 -0.1861
C 6.126105 0.238303 -5.140298 -0.1 -0.4 0.4 -0.0697
C -6.768682 0.564580 0.888485 0.0 0.0 0.0 -0.2022
C -5.891324 -0.506077 0.885267 0.0 -0.1 0.0 -0.2234
C 5.761121 -0.642806 -4.143244 0.0 0.0 -0.1 -0.1665
C 5.203227 2.411385 -5.942225 0.0 0.4 -0.3 -0.4077
C 0.407429 -3.076345 2.636565 0.4 -0.2 0.0 -0.0634
C 3.834768 -0.610980 -2.415729 -0.4 0.0 0.3 0.6360
C -6.617281 1.579227 1.817062 0.0 0.0 0.0 -0.2275
C 0.060307 0.436080 0.240197 -0.7 -0.1 0.6 -0.1190
C -3.557206 0.383266 3.743396 -0.1 0.3 0.2 -0.0893
C 0.195409 -0.740918 0.988114 -0.1 0.0 0.0 -0.2816
C -5.581340 1.516851 2.733808 0.0 -0.3 -0.2 -0.0275
C 4.622168 -0.069351 -3.541698 0.8 -0.1 -0.7 -0.0137
C -1.713541 -0.115735 2.324056 0.2 0.0 -0.1 0.2537
H 6.932476 0.198976 -5.843035 0.2 0.0 -0.2 0.2299
H -3.175343 1.391355 3.954613 0.0 -0.2 0.0 0.1979
H -2.644690 1.738075 1.782176 -0.1 0.0 0.1 0.2248
H 1.001400 -1.400331 0.714798 0.1 -0.2 0.1 0.2439
H -1.088058 2.228926 -0.027538 0.0 0.1 -0.1 0.2092
H -4.176419 -1.393464 1.812207 0.1 -0.1 0.0 0.2212
H 2.463650 -3.378294 3.181454 0.1 -0.1 0.0 0.2175
H -6.008891 -1.302017 0.166092 0.0 -0.1 -0.1 0.2172
H 6.123528 2.988003 -5.837409 -0.1 0.0 0.0 0.2124
H 2.078227 -1.703310 2.771818 0.1 0.1 0.0 0.2163
H 0.050999 -3.971312 3.154519 0.1 0.1 -0.2 0.1922
H -3.935738 -0.037523 4.682332 0.1 0.2 -0.1 0.2165
H -7.295900 2.417604 1.834659 0.0 0.1 0.0 0.2271
H 0.555168 -3.322756 1.578383 -0.1 0.0 0.1 0.1748
H 1.552152 -2.372999 4.318347 0.0 0.0 0.1 0.2127
H 4.356290 3.020855 -5.634604 0.1 -0.1 0.0 0.2369
H 0.837495 1.647393 -1.394156 0.0 -0.1 0.0 0.1513
H -7.574261 0.612997 0.171996 -0.1 0.0 -0.1 0.2180
H 5.082076 2.120786 -6.986864 0.0 0.0 0.1 0.2123
H 2.677988 1.070028 -2.638227 0.0 -0.3 0.2 0.3860
```
Positions in Å, forces in eV/Å.

---

- Which formula does entry 3 have?
  C21H19N7

---

- Which value of net charge does entry 2 give?
  +2